The following is a quantum chemistry calculation of 2 unconnected molecules or ions with the total composition C9H11BN2 in a non-equilibrium geometry, from the OMol25 dataset.

Calculated values
- Energy: -483.8120 Ha
- Largest force on an atom: 5.3 eV/Å
- Charge: 0
- Gap between HOMO and LUMO: 9.05 eV
- Energy relative to the best compared isomer or geometry (same formula, charge and spin): 88.72 kcal per mole

Each line ends with the natural charge from an NBO analysis.
Positions of all 23 atoms, in Å:
1 B -0.57 0.61 0.00  1.28
2 C -1.38 3.26 -2.15  0.08
3 C 3.72 0.79 0.01  -0.18
4 C 3.13 0.11 -1.05  -0.20
5 C 2.94 1.30 1.01  -0.21
6 C 1.77 0.01 -1.03  -0.15
7 C 1.60 1.27 1.02  -0.16
8 C 0.99 0.58 0.02  -0.49
9 C -2.99 0.56 0.00  -0.43
10 C -1.75 -1.28 0.96  -0.38
11 N -1.01 2.47 -1.35  -0.82
12 N -1.75 0.01 0.29  -0.74
13 H 4.76 0.78 -0.07  0.21
14 H 3.86 -0.31 -1.76  0.22
15 H 3.45 1.86 1.80  0.21
16 H 1.20 -0.42 -1.93  0.23
17 H 1.06 1.81 1.82  0.23
18 H -3.63 0.78 0.84  0.20
19 H -2.90 1.50 -0.64  0.28
20 H -3.45 -0.04 -0.62  0.19
21 H -0.70 -1.53 1.01  0.22
22 H -2.29 -1.25 1.87  0.20
23 H -2.32 -1.98 0.43  0.20